Here is a cluster of 2 separate species, C4H11NO3 in total in a non-equilibrium geometry from OMol25. Energies are from ωB97M-V/def2-TZVPD.

XYZ file:
```
19
C4H11NO3, DFT ωB97M-V/def2-TZVPD
C 0.84 -0.53 0.01
C -2.06 -0.01 1.88
C 2.03 -1.21 0.64
O -1.69 -0.78 0.76
H 0.19 -1.23 -0.52
H 0.46 0.28 0.62
H -1.30 0.75 2.11
H -3.02 0.50 1.73
H -2.14 -0.69 2.73
H 1.70 -2.01 1.30
H 2.63 -0.49 1.20
H 2.66 -1.64 -0.13
C 0.27 0.97 -1.84
N -0.93 0.89 -1.42
O 0.64 1.80 -2.84
O 1.29 0.37 -1.27
H 1.60 1.76 -2.95
H -1.57 1.45 -1.97
H -1.62 -0.18 -0.03
```

## Properties
Frontier orbital gap, eV: 10.30
Strongest force on any atom, eV/Å: 2.8
Structure (SMILES): [H]/N=C(\O)OCC.CO
Multiplicity: 1
LUMO energy, eV: 0.67
Highest occupied orbital energy, eV: -9.63
Energy, eV: -11958.120

***

Here is a cluster of 3 separate species, C4H11NO3 in total in a non-equilibrium geometry from OMol25. Energies are from ωB97M-V/def2-TZVPD.

XYZ file:
```
19
C4H11NO3, DFT ωB97M-V/def2-TZVPD
C -1.05 0.67 -1.12
N 0.30 0.48 -0.54
C 0.52 0.63 0.87
O -0.54 0.94 1.46
O 1.68 0.62 1.26
C -2.14 -0.23 -0.47
C -1.73 -1.66 -0.11
H -1.30 1.73 -0.96
H -0.88 0.36 -2.14
H 0.95 0.02 -1.17
H 0.79 -1.71 -0.09
H -2.92 -0.28 -1.25
H -2.46 0.28 0.46
H -0.77 -1.52 0.53
H -2.49 -2.10 0.53
H -1.63 -2.36 -0.96
H 2.02 -1.34 -0.70
H 2.76 -0.42 0.12
O 2.86 -0.76 -0.79
```

## Properties
Frontier orbital gap, eV: 5.58
Strongest force on any atom, eV/Å: 3.1
Multiplicity: 1
LUMO energy, eV: -4.28
Highest occupied orbital energy, eV: -9.87
Energy, eV: -11952.992

***

Here is an isolated molecule of C4H11NO3 in a non-equilibrium geometry from OMol25. Energies are from ωB97M-V/def2-TZVPD.

XYZ file:
```
19
C4H11NO3, DFT ωB97M-V/def2-TZVPD
C 0.18 0.62 0.67
C -0.07 -0.22 -0.62
C 1.46 1.43 0.70
C -0.25 -1.85 -0.06
N -1.27 0.09 -1.34
O -0.90 1.47 0.98
O 0.32 -0.39 1.79
O 1.03 -0.18 -1.50
H -1.70 0.99 0.72
H -0.52 -0.74 2.12
H 0.69 -0.55 -2.33
H -2.15 0.48 -1.02
H -1.17 0.70 -2.15
H 1.44 2.21 -0.07
H 1.58 1.91 1.67
H 2.34 0.80 0.55
H 0.40 -2.40 0.62
H -0.10 -2.42 -0.99
H -1.29 -1.94 0.26
```

## Properties
Frontier orbital gap, eV: 10.06
Strongest force on any atom, eV/Å: 3.5
Structure (SMILES): CC(O)(O)[C@@](C)(N)O
Multiplicity: 1
LUMO energy, eV: 0.54
Highest occupied orbital energy, eV: -9.52
Energy, eV: -11957.407

***

Here is a cluster of 2 separate species, C4H11NO3 in total in a non-equilibrium geometry from OMol25. Energies are from ωB97M-V/def2-TZVPD.

XYZ file:
```
19
C4H11NO3, DFT ωB97M-V/def2-TZVPD
O -0.33 0.21 3.18
C 0.17 -0.76 2.68
N 0.22 -0.93 1.33
C -0.47 -0.05 0.44
C -0.81 -0.75 -0.88
C -1.43 0.27 -1.87
O 0.29 -1.49 -1.41
H 0.61 -1.62 3.21
H 0.58 -1.77 0.92
H 0.12 0.87 0.29
H -1.45 0.21 0.83
H -1.64 -1.45 -0.75
H -2.03 0.93 -1.26
H -2.01 -0.27 -2.61
H -0.69 0.91 -2.35
H 0.91 -0.77 -1.61
H 2.44 1.42 0.21
H 2.51 2.90 -0.26
O 3.01 2.12 -0.10
```

## Properties
Frontier orbital gap, eV: 10.58
Strongest force on any atom, eV/Å: 1.8
Structure (SMILES): C[C@@H](O)CNC=O.O
Multiplicity: 1
LUMO energy, eV: 0.54
Highest occupied orbital energy, eV: -10.03
Energy, eV: -11958.864

***

Here is a cluster of 2 separate species, C4H11NO3 in total in a non-equilibrium geometry from OMol25. Energies are from ωB97M-V/def2-TZVPD.

XYZ file:
```
19
C4H11NO3, DFT ωB97M-V/def2-TZVPD
C -0.35 -0.67 -2.08
C 0.04 -1.10 -0.66
C 1.42 -0.48 -0.29
N -1.04 -0.86 0.30
C -1.43 0.43 0.68
O -2.74 0.41 0.94
O -0.64 1.33 0.85
H 0.45 -1.02 -2.77
H -0.31 0.38 -2.28
H -1.40 -0.94 -2.33
H 0.16 -2.19 -0.66
H 1.87 0.28 -0.98
H 2.08 -1.35 -0.13
H 1.34 0.10 0.62
H -1.70 -1.62 0.38
H -3.08 1.31 1.07
H 1.29 1.63 2.89
H 1.89 2.36 1.79
O 2.14 2.01 2.66
```

## Properties
Frontier orbital gap, eV: 10.34
Strongest force on any atom, eV/Å: 3.2
Structure (SMILES): CC(C)NC(=O)O.O
Multiplicity: 1
LUMO energy, eV: 0.56
Highest occupied orbital energy, eV: -9.78
Energy, eV: -11959.332

***

Here is a cluster of 2 separate species, C4H11NO3 in total in a non-equilibrium geometry from OMol25. Energies are from ωB97M-V/def2-TZVPD.

XYZ file:
```
19
C4H11NO3, DFT ωB97M-V/def2-TZVPD
H -1.90 0.85 -1.05
O -2.50 -0.44 -1.03
O -1.47 1.77 -0.89
H -3.29 -0.31 -0.54
H -1.80 -0.75 -0.38
C -0.27 1.79 -0.35
O 0.27 2.80 0.05
C 0.50 0.44 -0.29
H 0.53 0.03 -1.30
N -0.26 -0.52 0.54
H -0.34 -0.13 1.50
C 0.35 -1.83 0.62
H 1.29 -1.83 1.17
H -0.32 -2.51 1.12
H 0.56 -2.21 -0.40
C 1.90 0.67 0.21
H 1.88 0.96 1.24
H 2.50 -0.26 0.15
H 2.38 1.48 -0.36
```

## Properties
Frontier orbital gap, eV: 10.46
Strongest force on any atom, eV/Å: 1.3
Structure (SMILES): CN[C@H](C)C(=O)O.O
Multiplicity: 1
LUMO energy, eV: 0.59
Highest occupied orbital energy, eV: -9.87
Energy, eV: -11959.311

***

Here is a structure of composition C4H11NO3 in a non-equilibrium geometry from OMol25. Energies are from ωB97M-V/def2-TZVPD.

XYZ file:
```
19
C4H11NO3, DFT ωB97M-V/def2-TZVPD
C -0.42 0.30 -0.15
C -0.05 -0.77 0.68
C 1.50 0.83 0.52
C -1.44 1.31 0.29
N 2.44 0.39 -0.43
O -1.65 -1.76 0.30
O -1.16 -3.01 -0.25
O -0.25 0.13 -1.49
H -1.54 -3.02 -1.14
H -0.98 0.53 -1.97
H 0.63 -1.52 0.29
H -0.23 -0.68 1.74
H 2.14 0.51 -1.39
H 3.05 -0.37 -0.15
H 1.27 1.89 0.44
H 1.79 0.61 1.54
H -2.43 0.92 0.05
H -1.38 1.47 1.36
H -1.29 2.25 -0.24
```

## Properties
Frontier orbital gap (alpha / beta), eV: 7.70 / 7.70
Strongest force on any atom, eV/Å: 3.6
Multiplicity: 1
LUMO energy (alpha / beta), eV: 0.63 / 0.63
Highest occupied orbital energy (alpha / beta), eV: -7.07 / -7.07
Energy, eV: -11952.620

***

Here is the ion C4H11NO3PS with charge -1 in a non-equilibrium geometry from OMol25. Energies are from ωB97M-V/def2-TZVPD.

XYZ file:
```
21
C4H11NO3PS, DFT ωB97M-V/def2-TZVPD
C 2.23 0.51 -0.29
C 0.63 -0.15 1.74
C -0.25 0.51 -0.47
C 0.89 -0.17 0.23
N -0.18 0.27 -1.89
O -1.92 -1.70 -0.01
O -2.94 0.47 -0.75
O -2.22 0.44 1.59
P -1.87 -0.19 0.26
S 0.94 -2.01 -0.39
H 2.36 0.46 -1.37
H 2.04 1.58 0.06
H 3.08 0.18 0.26
H 0.02 -1.03 1.94
H 1.68 -0.26 2.12
H 0.21 0.80 2.14
H -0.24 1.68 -0.33
H -3.24 1.22 -0.25
H -1.06 0.19 -2.25
H 0.31 -0.67 -1.97
H -0.45 -2.12 -0.36
```

## Properties
Frontier orbital gap, eV: 8.24
Strongest force on any atom, eV/Å: 3.3
Structure (SMILES): CC(C)(S)[C@@H](N)[P@@](=O)([O-])O
Multiplicity: 1
Charge: -1
LUMO energy, eV: 3.43
Highest occupied orbital energy, eV: -4.81
Energy, eV: -32087.058